Run a
{"formula": "H14O7", "method": "the ωB97M-V functional and the def2-TZVPD basis", "species": ["O", "H", "H", "O", "H", "H", "O", "H", "H", "O", "H", "H", "O", "H", "H", "O", "H", "H", "O", "H", "H"], "coordinates": [[1.357, 0.686, -0.505], [1.668, -0.162, -0.922], [0.524, 0.623, -0.160], [-3.656, 1.384, -0.209], [-2.804, 1.052, -0.228], [-4.312, 0.662, -0.278], [-0.748, -2.684, 0.648], [-1.492, -2.280, 0.316], [-0.194, -2.028, 1.102], [2.168, 4.258, 0.201], [1.758, 3.366, 0.240], [2.970, 4.216, -0.281], [5.281, -1.788, -0.029], [5.567, -2.735, 0.009], [6.113, -1.316, -0.151], [-2.809, -0.897, -1.969], [-2.437, -0.044, -1.971], [-2.025, -1.304, -2.388], [-2.456, 0.013, 2.073], [-2.599, -0.369, 2.880], [-1.876, -0.654, 1.620]], "mulliken_charge": [-0.60, 0.33, 0.28, -0.57, 0.20, 0.34, -0.61, 0.33, 0.31, -0.64, 0.33, 0.31, -0.65, 0.33, 0.32, -0.61, 0.30, 0.31, -0.56, 0.28, 0.26], "smiles": "O.O.O.O.O.O.O", "homo_lumo_gap_ev": 11.04}

Run b
{"formula": "H14O7", "method": "the ωB97M-V functional and the def2-TZVPD basis", "species": ["O", "H", "H", "O", "H", "H", "O", "H", "H", "O", "H", "H", "O", "H", "H", "O", "H", "H", "O", "H", "H"], "coordinates": [[-0.368, 0.461, -0.311], [-1.103, 0.268, -0.906], [-0.773, 0.439, 0.525], [4.085, 0.467, 1.537], [4.624, 0.417, 0.752], [3.286, 0.929, 1.265], [0.588, 2.594, 2.658], [-0.147, 2.734, 3.132], [1.350, 2.682, 3.231], [-3.345, 0.393, -0.883], [-4.055, -0.293, -1.047], [-3.751, 1.194, -0.693], [-3.696, -4.047, -2.403], [-3.096, -3.311, -2.015], [-4.012, -4.540, -1.657], [0.554, -0.596, 1.419], [1.208, -1.233, 1.814], [0.329, -0.163, 2.194], [2.799, 0.886, -2.749], [2.535, 0.565, -3.694], [2.990, 0.155, -2.171]], "mulliken_charge": [-0.54, 0.28, 0.29, -0.64, 0.31, 0.33, -0.59, 0.28, 0.32, -0.60, 0.31, 0.28, -0.65, 0.33, 0.32, -0.61, 0.28, 0.28, -0.63, 0.33, 0.31], "smiles": "O.O.O.O.O.O.O", "homo_lumo_gap_ev": 10.21}

Run c
{"formula": "H14O7", "method": "the ωB97M-V functional and the def2-TZVPD basis", "species": ["O", "H", "H", "O", "H", "H", "O", "H", "H", "O", "H", "H", "O", "H", "H", "O", "H", "H", "O", "H", "H"], "coordinates": [[19.855, -5.985, -24.344], [19.152, -5.584, -23.864], [19.420, -6.852, -24.433], [22.060, -1.033, -24.193], [21.964, -1.983, -24.129], [21.313, -0.786, -24.751], [21.499, -3.703, -23.496], [20.861, -4.326, -23.907], [22.067, -4.265, -22.935], [23.594, -4.531, -21.466], [24.338, -5.101, -21.271], [23.707, -3.740, -20.929], [18.314, -4.502, -22.310], [18.483, -3.742, -22.880], [17.388, -4.646, -22.450], [20.908, -3.268, -20.491], [21.317, -3.125, -21.326], [21.346, -4.025, -20.091], [21.503, -7.161, -22.368], [21.097, -6.711, -23.124], [20.816, -7.652, -21.928]], "mulliken_charge": [-0.75, 0.34, 0.31, -0.63, 0.38, 0.29, -0.58, 0.29, 0.34, -0.61, 0.27, 0.30, -0.65, 0.34, 0.30, -0.61, 0.31, 0.31, -0.63, 0.41, 0.27], "smiles": "O.O.O.O.O.O.O", "homo_lumo_gap_ev": 10.68}

Run d
{"formula": "H14O7", "method": "the ωB97M-V functional and the def2-TZVPD basis", "species": ["O", "H", "H", "O", "H", "H", "O", "H", "H", "O", "H", "H", "O", "H", "H", "O", "H", "H", "O", "H", "H"], "coordinates": [[-1.046, -0.143, 0.234], [-1.873, 0.085, 0.673], [-1.050, 0.395, -0.566], [0.112, 3.505, 2.729], [0.834, 4.131, 2.858], [0.473, 2.664, 3.029], [1.237, -0.816, -1.393], [0.655, -1.337, -1.959], [1.908, -0.477, -1.997], [0.287, 0.541, -4.023], [0.874, -0.128, -4.394], [-0.149, 0.089, -3.291], [1.658, 0.926, 2.468], [1.070, 0.173, 2.595], [1.314, 1.363, 1.681], [-0.460, -2.671, -3.676], [-1.185, -2.132, -3.341], [0.051, -2.064, -4.223], [-1.347, -1.449, 3.883], [-2.233, -1.071, 3.902], [-1.130, -1.583, 4.813]], "mulliken_charge": [-0.60, 0.29, 0.30, -0.66, 0.32, 0.36, -0.58, 0.27, 0.34, -0.61, 0.32, 0.25, -0.69, 0.33, 0.34, -0.63, 0.35, 0.30, -0.62, 0.31, 0.31], "smiles": "O.O.O.O.O.O.O", "homo_lumo_gap_ev": 11.12}

Energy above the most stable structure, in eV: run a 1.381; run b 1.839; run c 0.000; run d 0.550

Run a
{"formula": "C7H28O7", "method": "the ωB97M-V functional and the def2-TZVPD basis", "species": ["C", "O", "H", "H", "H", "H", "C", "O", "H", "H", "H", "H", "C", "O", "H", "H", "H", "H", "C", "O", "H", "H", "H", "H", "C", "O", "H", "H", "H", "H", "C", "O", "H", "H", "H", "H", "C", "O", "H", "H", "H", "H"], "coordinates": [[-1.329, -0.627, -0.199], [-0.448, -1.526, 0.453], [-0.755, 0.253, -0.467], [-2.183, -0.427, 0.346], [-1.639, -1.120, -1.128], [-0.618, -1.616, 1.422], [-0.629, -1.081, 4.509], [-0.103, -0.797, 3.217], [-1.374, -1.863, 4.485], [-1.040, -0.118, 4.833], [0.137, -1.470, 5.238], [-0.166, 0.140, 2.942], [-3.175, 2.207, -1.524], [-2.018, 2.944, -1.806], [-3.825, 2.944, -1.079], [-2.914, 1.324, -0.916], [-3.559, 1.806, -2.506], [-1.373, 2.313, -2.182], [2.785, -3.047, -0.982], [2.972, -3.987, 0.041], [2.015, -2.337, -0.680], [2.334, -3.602, -1.819], [3.736, -2.606, -1.249], [3.572, -4.678, -0.333], [2.529, 0.288, 0.282], [3.732, 0.924, -0.132], [2.150, 0.665, 1.202], [2.720, -0.736, 0.490], [1.762, 0.337, -0.460], [4.333, 0.922, 0.607], [-0.856, -0.369, -3.564], [-0.558, 0.829, -2.887], [-0.142, -1.206, -3.484], [-0.869, -0.120, -4.664], [-1.873, -0.710, -3.446], [0.119, 1.162, -3.448], [-0.841, 2.453, 1.193], [0.004, 2.055, 2.229], [-0.177, 2.276, 0.311], [-1.059, 3.498, 1.240], [-1.764, 1.914, 1.159], [0.390, 2.790, 2.755]], "mulliken_charge": [-0.47, -0.47, -0.03, 0.52, 0.17, 0.27, -0.61, -0.51, 0.25, 0.27, 0.22, 0.31, -0.33, -0.55, 0.25, 0.00, 0.23, 0.47, -0.18, -0.52, -0.22, 0.31, 0.30, 0.30, -0.27, -0.57, 0.26, 0.26, 0.02, 0.29, -0.84, -0.39, 0.29, 0.34, 0.33, 0.25, -0.42, -0.51, 0.16, 0.40, 0.14, 0.28], "smiles": "CO.CO.CO.CO.CO.CO.CO", "homo_lumo_gap_ev": 10.19}

Run b
{"formula": "C7H28O7", "method": "the ωB97M-V functional and the def2-TZVPD basis", "species": ["C", "O", "H", "H", "H", "H", "C", "O", "H", "H", "H", "H", "C", "O", "H", "H", "H", "H", "C", "O", "H", "H", "H", "H", "C", "O", "H", "H", "H", "H", "C", "O", "H", "H", "H", "H", "C", "O", "H", "H", "H", "H"], "coordinates": [[0.644, -3.040, 2.408], [-0.351, -2.948, 3.407], [0.477, -2.414, 1.531], [1.417, -2.545, 2.995], [0.850, -4.079, 2.151], [-1.169, -3.202, 2.973], [0.519, -3.043, -1.369], [1.089, -4.214, -0.842], [1.102, -2.148, -1.150], [0.329, -3.024, -2.442], [-0.394, -2.755, -0.847], [2.041, -4.181, -0.966], [-0.416, 0.501, 0.400], [-0.387, 0.626, -0.965], [-1.439, 0.404, 0.762], [0.311, -0.301, 0.529], [0.096, 1.360, 0.833], [-0.753, 1.505, -1.090], [-3.641, 2.226, -0.426], [-2.311, 2.807, -0.448], [-3.665, 1.411, 0.297], [-4.446, 2.897, -0.126], [-3.926, 1.809, -1.391], [-2.276, 3.576, -1.021], [-2.964, -1.500, -1.785], [-3.741, -0.717, -2.694], [-3.537, -2.267, -1.263], [-2.213, -2.050, -2.351], [-2.474, -0.860, -1.052], [-4.540, -0.454, -2.231], [2.002, 3.879, -0.049], [3.282, 4.525, -0.238], [1.978, 2.971, -0.652], [1.898, 3.595, 0.998], [1.201, 4.515, -0.425], [3.978, 4.106, 0.272], [3.315, 0.236, 1.119], [4.464, 0.717, 0.472], [3.598, -0.271, 2.042], [2.667, 1.084, 1.338], [2.661, -0.284, 0.419], [4.724, 1.547, 0.879]], "mulliken_charge": [-0.12, -0.53, -0.06, 0.18, 0.29, 0.28, -0.40, -0.53, 0.19, 0.39, 0.03, 0.33, 0.01, -0.48, 0.22, -0.47, 0.26, 0.32, -0.59, -0.50, 0.23, 0.34, 0.23, 0.27, -0.21, -0.53, 0.37, 0.12, 0.00, 0.29, -0.47, -0.55, 0.26, 0.23, 0.27, 0.27, -0.10, -0.52, 0.30, 0.06, -0.01, 0.29], "smiles": "CO.CO.CO.CO.CO.CO.CO", "homo_lumo_gap_ev": 10.69}

Energy above the most stable structure, in eV: run a 0.000; run b 0.144

Run a
{"formula": "C4H10N3O", "method": "the ωB97M-V functional and the def2-TZVPD basis", "species": ["C", "C", "C", "C", "N", "N", "N", "O", "H", "H", "H", "H", "H", "H", "H", "H", "H", "H"], "coordinates": [[3.282, 0.800, -0.746], [-2.622, -0.559, -0.431], [-0.524, -1.736, 0.416], [-0.680, 0.655, 0.296], [2.456, 0.570, 0.175], [-1.307, -0.526, 0.021], [-1.287, 1.757, 0.450], [-3.351, 0.333, -0.674], [4.371, 0.493, -0.670], [3.041, 1.041, -1.726], [-2.746, -1.631, -0.655], [-0.243, -1.774, 1.376], [-1.103, -2.618, 0.331], [0.282, -1.877, -0.287], [0.447, 0.713, 0.485], [2.895, 0.035, 0.938], [-0.636, 2.490, 0.504], [-2.275, 1.833, 0.197]], "mulliken_charge": [-0.27, 0.26, -1.06, 0.14, -0.48, 0.00, -0.19, -0.48, 0.20, 0.28, 0.32, 0.41, 0.38, 0.37, 0.36, 0.19, 0.28, 0.28], "charge": 1, "homo_lumo_gap_ev": 9.96}

Run b
{"formula": "C4H10N3O", "method": "the ωB97M-V functional and the def2-TZVPD basis", "species": ["C", "C", "C", "N", "H", "H", "H", "H", "H", "H", "N", "C", "N", "O", "H", "H", "H", "H"], "coordinates": [[0.969, -0.847, -1.463], [0.341, -1.191, -2.572], [2.018, 0.960, -0.265], [1.483, 0.471, -1.310], [1.080, -1.483, -0.598], [0.199, -0.488, -3.382], [-0.020, -2.201, -2.677], [2.358, 1.988, -0.297], [2.121, 0.372, 0.637], [1.256, 1.101, -2.076], [-1.711, -0.900, 1.195], [-0.985, 0.198, 1.628], [-1.711, 1.308, 1.944], [0.241, 0.184, 1.652], [-2.641, -0.988, 1.584], [-1.182, -1.749, 1.344], [-2.645, 1.211, 2.306], [-1.170, 2.055, 2.350]], "mulliken_charge": [0.16, -0.74, -0.20, 0.00, 0.32, 0.26, 0.26, 0.32, 0.31, 0.28, -0.46, 0.56, -0.42, -0.66, 0.25, 0.26, 0.22, 0.26], "charge": 1, "homo_lumo_gap_ev": 9.03}

Energy above the most stable structure, in eV: run a 1.326; run b 0.000

Run a
{"formula": "C5H8N2O", "method": "the ωB97M-V functional and the def2-TZVPD basis", "species": ["C", "C", "C", "C", "C", "H", "H", "H", "H", "H", "H", "H", "H", "N", "N", "O"], "coordinates": [[1.847, -0.758, -0.708], [0.946, -0.164, 0.588], [-1.175, 0.973, -0.591], [-1.506, -0.337, 0.112], [-0.402, -0.810, 0.927], [1.510, -2.046, -1.268], [3.209, -0.986, -0.209], [1.924, 0.325, -1.767], [1.796, -0.516, 1.239], [-2.053, 1.500, -1.116], [-2.463, -0.486, 0.720], [-0.356, -1.390, -1.087], [-0.537, -1.572, 1.666], [-0.216, 1.778, -0.275], [-1.006, -1.614, -0.396], [0.909, 1.324, 0.568]], "mulliken_charge": [-1.01, 0.06, -0.19, 0.28, -0.38, 0.27, 0.29, 0.22, 0.33, 0.33, 0.35, 0.31, 0.41, -0.37, -0.66, -0.23], "homo_lumo_gap_ev": 10.36}

Run b
{"formula": "C5H8N2O", "method": "the ωB97M-V functional and the def2-TZVPD basis", "species": ["C", "C", "C", "C", "N", "C", "N", "O", "H", "H", "H", "H", "H", "H", "H", "H"], "coordinates": [[-1.917, 1.451, 0.349], [-2.217, 0.242, -0.273], [-1.586, -1.047, 0.008], [-0.238, -1.092, -0.094], [0.705, -0.063, -0.292], [2.200, 0.335, -0.108], [2.903, -0.780, 0.045], [2.552, 1.560, -0.222], [-2.569, 2.375, -0.014], [-1.043, 1.662, 0.857], [-3.043, 0.399, -0.905], [-2.224, -1.873, 0.093], [0.149, -2.082, -0.104], [0.239, 0.762, -0.597], [2.289, -1.430, 0.497], [3.799, -0.420, 0.761]], "mulliken_charge": [-0.84, -0.24, -0.54, 0.04, -0.31, 0.41, -0.47, -0.59, 0.17, 0.44, 0.35, 0.40, 0.31, 0.24, 0.27, 0.35], "smiles": "C=C/C=C\\NC(N)=O", "homo_lumo_gap_ev": 8.86}

Run c
{"formula": "C5H8N2O", "method": "the ωB97M-V functional and the def2-TZVPD basis", "species": ["N", "C", "C", "N", "O", "C", "C", "C", "H", "H", "H", "H", "H", "H", "H", "H"], "coordinates": [[0.298, 1.466, -0.861], [0.285, 0.324, 0.110], [1.634, 0.453, 0.782], [2.282, -0.436, 0.060], [1.589, -1.123, -0.656], [0.342, -0.942, -0.157], [-1.309, -0.994, -0.295], [-1.153, 0.239, 0.674], [1.084, 1.472, -1.661], [-0.612, 1.696, -1.246], [2.117, 1.182, 1.548], [0.083, -1.453, 0.825], [-1.905, -1.953, -0.150], [-1.875, -0.787, -1.284], [-1.932, 1.037, 0.500], [-0.929, -0.180, 1.810]], "mulliken_charge": [-0.62, 1.25, -0.60, -0.29, -0.21, -0.31, -0.63, -0.69, 0.24, 0.22, 0.32, 0.24, 0.27, 0.24, 0.34, 0.21], "smiles": "N[C@]12C=NO[C@@H]1CC2", "homo_lumo_gap_ev": 10.00}

Run d
{"formula": "C5H8N2O", "method": "the ωB97M-V functional and the def2-TZVPD basis", "species": ["H", "N", "C", "O", "C", "C", "C", "C", "N", "H", "H", "H", "H", "H", "H", "H"], "coordinates": [[2.622, -0.226, 1.013], [2.284, 0.166, 0.112], [1.054, -0.122, -0.116], [0.672, -0.208, -1.422], [-0.711, -0.284, -1.458], [-1.132, -0.512, -0.055], [-1.631, 0.665, 0.762], [-0.298, 0.762, 1.337], [0.145, -0.649, 0.851], [-1.167, 0.542, -2.281], [-0.993, -1.233, -2.194], [-1.877, -1.325, 0.108], [-2.290, 0.596, 1.629], [-2.150, 1.498, 0.102], [0.158, 1.581, 1.071], [-0.385, 0.556, 2.357]], "mulliken_charge": [0.26, -0.73, 0.60, -0.31, -0.63, 0.34, -0.52, -0.67, -0.46, 0.26, 0.23, 0.38, 0.27, 0.23, 0.36, 0.40], "smiles": "[H]/N=C1/OC[C@@H]2CCN12", "homo_lumo_gap_ev": 10.27}

Energy above the most stable structure, in eV: run a 6.340; run b 0.000; run c 5.233; run d 1.496